1.
{
  "formula": "C2H3F2I",
  "method": "ωB97M-V/def2-TZVPD",
  "symbols": ["C", "C", "F", "F", "I", "H", "H", "H"],
  "xyz": [[-0.219114, -0.186808, 0.128875], [-1.485738, 0.408295, 0.670338], [-1.880807, 2.305145, -0.867658], [-1.536615, 1.043080, 1.799750], [-3.284372, -0.151932, -0.142836], [-0.407471, -1.076065, -0.408675], [0.225223, 0.794811, -0.318805], [0.214354, -0.556931, 1.069969]],
  "forces_ev_per_a": [[-0.381, 3.035, 2.340], [-1.735, 0.701, -1.735], [0.591, -1.540, 1.266], [0.660, -0.465, -0.937], [0.238, 0.167, 0.370], [-0.230, -0.238, -1.421], [-0.053, -2.180, 0.357], [0.911, 0.520, -0.239]],
  "mulliken_charge": [-0.7732, 0.3197, -0.6930, -0.1288, 0.3137, 0.3988, 0.2843, 0.2785],
  "homo_lumo_gap_ev": 7.65,
  "homo_energy_ev": -9.3,
  "spin_multiplicity": 1,
  "e_tot_ev": -15654.311,
  "e_above_lowest_kcal_mol": 88.7
}

---

2.
{
  "formula": "C6H12O",
  "method": "ωB97M-V/def2-TZVPD",
  "symbols": ["C", "C", "C", "C", "C", "C", "O", "H", "H", "H", "H", "H", "H", "H", "H", "H", "H", "H", "H"],
  "xyz": [[-0.535765, 1.631546, -1.333315], [-0.981236, 0.351933, -0.624298], [-0.031078, -0.230708, 0.417865], [0.532325, 0.815573, 1.362898], [-0.387685, -1.625308, 0.898831], [0.865585, -1.425056, 0.120841], [0.992705, -1.943008, -1.169170], [0.311243, 1.481800, -2.008760], [-0.256591, 2.406660, -0.611351], [-1.369007, 2.035156, -1.918301], [-1.266841, -0.418352, -1.347445], [-1.897166, 0.607797, -0.066492], [1.540140, 1.108921, 1.046782], [-0.088406, 1.712040, 1.328982], [0.573006, 0.479850, 2.401031], [-1.213668, -2.125599, 0.399488], [-0.304597, -1.868604, 1.956741], [1.780247, -1.524790, 0.711679], [1.736790, -1.469851, -1.566007]],
  "forces_ev_per_a": [[0.052, 0.023, -0.019], [-0.212, -0.063, 0.153], [0.344, -0.110, -0.111], [-0.023, -0.042, 0.086], [-0.181, -0.110, 0.109], [-0.082, 0.396, 0.313], [0.047, -0.034, -0.185], [-0.048, -0.064, 0.068], [-0.005, -0.114, -0.167], [0.155, -0.086, 0.003], [0.118, 0.088, 0.028], [0.104, -0.141, -0.141], [-0.123, 0.020, 0.129], [0.012, -0.020, 0.212], [0.074, -0.059, -0.066], [0.085, 0.155, -0.027], [0.063, 0.050, -0.188], [-0.120, 0.287, -0.100], [-0.262, -0.175, -0.097]],
  "mulliken_charge": [-1.0930, -0.7825, 1.3996, -1.6306, -1.1362, -0.1504, -0.5336, 0.2921, 0.2898, 0.3477, 0.3621, 0.2755, 0.3144, 0.3904, 0.3935, 0.2843, 0.2678, 0.3668, 0.3423],
  "homo_lumo_gap_ev": 10.05,
  "homo_energy_ev": -9.2,
  "spin_multiplicity": 1,
  "e_tot_ev": -8463.047,
  "smiles": "CC[C@@]1(C)C[C@H]1O",
  "e_above_lowest_kcal_mol": 30.1
}

---

3.
{
  "formula": "CHBr2FO",
  "method": "ωB97M-V/def2-TZVPD",
  "symbols": ["C", "O", "F", "Br", "Br", "H"],
  "xyz": [[-0.037462, -0.161642, -0.137833], [0.694874, 0.855040, 0.471823], [0.052906, -1.282968, 0.552140], [0.851143, -0.399226, -1.884441], [-1.855871, 0.237864, -0.349003], [0.294409, 0.750932, 1.347313]],
  "forces_ev_per_a": [[2.232, 1.197, -1.674], [-1.407, -1.433, 0.135], [0.199, -0.926, 0.632], [-0.309, -0.109, 0.319], [-1.243, 0.366, -0.108], [0.528, 0.905, 0.696]],
  "mulliken_charge": [0.3454, -0.3787, -0.1527, -0.1118, -0.0337, 0.3315],
  "homo_lumo_gap_ev": 10.93,
  "homo_energy_ev": -10.6,
  "spin_multiplicity": 1,
  "e_tot_ev": -145902.636,
  "e_above_lowest_kcal_mol": 9.2
}

---

4.
{
  "formula": "C24H26N4PdS2Si",
  "method": "ωB97M-V/def2-TZVPD",
  "symbols": ["C", "C", "C", "H", "C", "C", "H", "H", "H", "H", "Pd", "C", "H", "H", "H", "Si", "C", "C", "H", "C", "H", "C", "H", "C", "H", "C", "H", "C", "C", "H", "C", "H", "C", "H", "C", "H", "C", "H", "H", "H", "N", "C", "N", "C", "C", "S", "C", "C", "S", "C", "N", "N", "H", "H", "H", "H", "H", "H"],
  "xyz": [[0.638426, 1.880224, 3.172105], [0.964266, 2.708092, 2.055129], [-0.254688, 3.157905, 1.487085], [1.980488, 2.900199, 1.706439], [-1.341934, 2.632829, 2.241265], [-0.794312, 1.824629, 3.288445], [-1.334041, 1.332190, 4.104320], [1.338904, 1.463459, 3.890240], [-0.357053, 3.784318, 0.610344], [-2.409163, 2.823325, 2.109460], [-0.180186, 1.101311, 1.468971], [0.375717, -3.456358, -0.803183], [0.860125, -2.894390, -0.024722], [-0.698143, -3.234249, -0.846004], [0.467514, -4.516061, -0.523212], [0.107736, 0.304935, -1.503922], [1.495213, -0.105678, -2.775502], [2.465514, 0.873547, -3.087981], [2.389023, 1.868236, -2.641249], [3.514774, 0.617314, -3.996466], [4.250867, 1.403900, -4.211714], [3.611409, -0.635648, -4.608497], [4.451176, -0.837709, -5.277783], [2.630161, -1.591269, -4.368546], [2.701439, -2.556140, -4.865599], [1.568699, -1.310927, -3.495303], [0.773045, -2.035703, -3.392385], [-1.139626, 1.033303, -2.825339], [-0.998836, 1.325297, -4.209961], [-0.110147, 1.019389, -4.770435], [-2.012048, 1.990327, -4.927100], [-1.868662, 2.228316, -5.981696], [-3.220714, 2.312519, -4.316047], [-4.053305, 2.720224, -4.887764], [-3.363502, 2.052030, -2.959631], [-4.266052, 2.348933, -2.438132], [-2.378945, 1.358752, -2.249629], [-2.608501, 1.042808, -1.230319], [0.908052, -3.272993, -1.746759], [-0.220959, -1.094960, -0.751576], [-3.594524, -0.015236, 2.139829], [-2.818833, -0.859684, 2.838623], [-1.503913, -0.808286, 2.874953], [-0.978051, -1.774937, 3.707472], [-1.941100, -2.639656, 4.224702], [-3.537824, -2.194511, 3.726381], [0.441557, -1.765934, 3.956056], [1.184049, -2.643034, 4.758340], [2.860319, -2.266273, 4.742626], [2.465638, -0.900165, 3.678560], [1.205775, -0.791379, 3.347162], [3.452723, -0.069667, 3.281818], [-4.601878, -0.064604, 2.285612], [-3.197332, 0.804424, 1.682803], [-1.723502, -3.481713, 4.877353], [0.749242, -3.464978, 5.309316], [4.399112, -0.264325, 3.572311], [3.256814, 0.633715, 2.578729]],
  "forces_ev_per_a": [[0.180, 1.419, 2.015], [1.053, 1.289, 0.660], [-0.106, 2.370, -0.355], [-0.503, 0.168, 0.037], [-0.916, 0.897, 1.035], [0.111, 1.440, 2.156], [0.262, 0.291, -0.616], [-0.310, 0.173, -0.389], [0.055, -0.050, 0.112], [0.506, 0.095, -0.138], [-0.262, -6.641, -4.522], [-0.087, -1.004, -0.111], [0.132, 0.420, 0.382], [0.371, 0.116, -0.188], [0.047, 0.238, -0.258], [-0.049, -1.423, -2.789], [0.896, 0.493, 0.349], [0.273, -0.239, -0.217], [0.157, -0.256, -0.027], [-0.468, 0.139, 0.347], [-0.384, -0.419, 0.103], [0.137, 0.465, 0.178], [-0.346, -0.024, 0.201], [-0.274, 0.231, 0.161], [-0.198, 0.174, 0.082], [0.223, -0.010, 0.112], [0.064, -0.159, 0.072], [-0.700, -0.304, 1.128], [0.289, 0.248, 0.089], [-0.127, 0.221, 0.419], [0.344, -0.637, 0.230], [0.041, -0.250, 0.275], [0.257, 0.040, 0.275], [0.333, 0.164, 0.161], [-0.204, -0.518, 0.338], [-0.103, -0.151, -0.135], [-0.313, 0.684, -0.379], [0.140, 0.268, 0.010], [-0.431, -0.114, 0.363], [-0.120, 1.607, -0.575], [-0.292, -0.191, 0.427], [0.615, 0.084, -0.481], [-0.388, -0.221, -0.075], [-0.264, 0.383, -0.553], [-0.153, -0.113, 0.235], [1.164, -0.376, 0.481], [0.462, 0.490, -0.525], [0.068, -0.038, -0.025], [-1.242, -0.103, 0.051], [0.409, 0.142, -0.258], [-0.032, -0.717, 0.100], [-0.819, -0.636, 0.236], [0.459, 0.215, -0.316], [-0.145, -0.502, 0.201], [-0.382, 0.158, -0.142], [0.342, -0.056, 0.093], [0.012, 0.262, -0.217], [0.208, -0.231, 0.181]],
  "lowdin_spin": [0.1812, 0.1801, 0.1894, 0.0116, 0.1775, 0.1887, 0.0075, 0.0080, 0.0099, 0.0117, 1.0570, 0.0132, 0.0016, 0.0038, 0.0019, 0.4889, 0.0475, 0.0129, 0.0033, -0.0004, -0.0001, 0.0040, 0.0002, 0.0031, 0.0002, 0.0108, 0.0015, 0.0649, 0.0213, 0.0005, 0.0017, -0.0002, 0.0292, 0.0015, -0.0029, -0.0006, 0.0366, 0.0029, 0.0007, 0.1218, 0.0603, 0.0369, 0.0282, 0.0497, 0.2517, 0.0854, 0.0683, 0.2669, 0.1009, 0.0443, 0.0154, 0.0738, 0.0004, 0.0067, 0.0077, 0.0081, 0.0005, 0.0025],
  "homo_lumo_gap_ev": [5.96, 3.84],
  "homo_energy_ev": [-12.6, -13.2],
  "spin_multiplicity": 5,
  "e_tot_ev": -64277.487,
  "total_charge": 2,
  "e_above_lowest_kcal_mol": 0.0
}

---

5.
{
  "formula": "C3H4O2S",
  "method": "ωB97M-V/def2-TZVPD",
  "symbols": ["C", "C", "C", "O", "O", "S", "H", "H", "H", "H"],
  "xyz": [[-0.714490, 0.129335, 0.164365], [0.475514, -0.006062, 0.036947], [-2.175134, 0.173645, 0.406747], [2.859916, -0.872098, 0.639399], [2.658502, 1.294599, -0.488411], [2.173567, -0.033134, -0.305599], [-2.131003, 0.814703, 1.226086], [-2.651103, 0.496333, -0.531581], [-2.325662, -0.827744, 0.641430], [1.829895, -1.169580, -1.789379]],
  "forces_ev_per_a": [[0.457, -0.277, -0.612], [0.425, 0.551, 0.079], [2.869, 0.402, -2.322], [-0.405, 0.065, -0.440], [-0.239, 0.074, -0.844], [-1.189, -2.939, -1.245], [-1.441, 1.228, 1.469], [-0.249, 0.065, 0.796], [-1.341, -1.645, 0.671], [1.112, 2.477, 2.447]],
  "mulliken_charge": [0.6147, -0.2712, -1.0522, -0.5003, -0.4819, 0.6504, 0.3015, 0.3038, 0.2920, 0.1432],
  "homo_lumo_gap_ev": 9.85,
  "homo_energy_ev": -10.6,
  "spin_multiplicity": 1,
  "e_tot_ev": -18100.659,
  "e_above_lowest_kcal_mol": 124.7
}

---

6.
{
  "formula": "C6H9NO",
  "method": "ωB97M-V/def2-TZVPD",
  "symbols": ["C", "C", "C", "C", "C", "C", "N", "O", "H", "H", "H", "H", "H", "H", "H", "H", "H"],
  "xyz": [[2.888628, -0.154496, 0.325444], [1.447123, -0.064932, 0.038936], [0.784817, 0.967160, -0.496591], [-0.580148, 0.584304, -0.849871], [-1.323897, -0.067894, 0.292906], [-2.761230, -0.323847, 0.270236], [-0.572120, -0.880189, -0.649161], [0.648281, -1.195636, -0.152440], [3.164898, -0.049907, 1.367201], [3.378925, 0.690488, -0.116337], [3.182144, -1.090783, -0.027161], [1.150887, 1.989642, -0.297013], [-1.136509, 1.030168, -1.647771], [-0.778463, -0.001167, 1.288595], [-3.397466, 0.411209, 0.432226], [-3.016013, -1.138864, 0.952408], [-3.079862, -0.705255, -0.731606]],
  "forces_ev_per_a": [[-0.792, 0.775, 1.401], [-1.962, 0.716, -2.120], [0.954, 1.770, 1.471], [-0.216, 0.013, 1.220], [1.575, 0.750, 1.154], [0.872, -4.465, -1.729], [-1.702, 0.051, -0.960], [3.430, -1.573, 1.272], [-0.261, -0.417, 0.499], [0.289, 0.102, -0.751], [1.112, -1.396, -0.687], [-0.315, -0.553, -0.769], [-0.060, 0.001, -0.536], [-0.987, 0.123, -1.253], [-2.521, 3.948, 1.162], [0.059, 0.001, 0.097], [0.525, 0.156, 0.529]],
  "mulliken_charge": [-1.2718, 0.6751, -0.5818, -0.1469, 0.4504, -1.5580, -0.3561, -0.2091, 0.2871, 0.3390, 0.3421, 0.2498, 0.4179, 0.2923, 0.4113, 0.3170, 0.3418],
  "homo_lumo_gap_ev": 8.99,
  "homo_energy_ev": -7.9,
  "spin_multiplicity": 1,
  "e_tot_ev": -9901.669,
  "smiles": "CC1=C[C@@H]2[C@@H](C)N2O1",
  "e_above_lowest_kcal_mol": 90.8
}

---

Number 1: maximum force 0.0749 hartree/bohr. Number 2: maximum force 0.0099 hartree/bohr. Number 3: maximum force 0.0590 hartree/bohr. Number 4: maximum force 0.1563 hartree/bohr. Number 5: maximum force 0.0722 hartree/bohr. Number 6: maximum force 0.0946 hartree/bohr.